[1]
Here is a structure of composition C28H56P2SiW from the OMol25 dataset. Energies are from wB97M-V/def2-TZVPD.

Properties
Charge   +2
Kohn-Sham gap (alpha / beta)   5.777 / 5.914 eV
Energy above the lowest of the compared OMol25 structures with the same formula, charge and spin   84.0 kcal/mol
LUMO (alpha / beta)   -8.1 / -8.0 eV
HOMO level (alpha / beta)   -13.91 / -13.91 eV
Spin multiplicity   3

Positions of all 88 atoms, in Å:
H 0.58 0.22 2.56
H -0.99 -3.45 -1.33
C 1.38 2.59 2.19
H 1.60 -4.21 1.07
H 3.39 -2.31 5.11
H -0.72 -4.01 0.27
C -2.15 -1.68 2.13
H 2.61 -2.82 -1.98
H 0.57 -3.18 2.03
H -1.12 3.63 0.72
H -0.51 0.18 -6.44
H 3.35 -1.82 -0.72
C 2.24 -0.28 -4.59
C 0.98 -0.56 2.11
H 2.26 3.21 2.42
C 3.45 1.23 0.85
C 0.52 1.26 -3.57
H -1.40 3.47 -1.01
H -3.20 0.41 -2.80
H -3.80 1.56 -1.67
C -2.15 -0.73 -0.37
C 2.57 0.51 4.72
C -0.92 0.48 -5.47
C 2.64 -2.61 -0.92
C -1.73 3.12 -0.03
H 3.99 2.08 1.26
H -1.45 2.51 2.76
H -1.91 -1.08 -4.23
H -0.41 -0.68 5.11
C 0.36 -1.47 5.04
H 1.17 -1.11 -6.25
H 0.75 1.86 -5.62
C -2.87 1.17 -2.09
H 2.61 3.93 0.19
C 1.38 -3.17 1.30
C -3.08 -1.88 -0.85
H 0.26 -1.29 2.33
W 0.00 0.00 0.00
H 1.95 0.04 -2.50
C 3.05 -2.29 4.06
C 1.54 0.40 -3.42
H 2.51 0.47 -5.34
C -2.00 0.62 -0.94
H -1.81 -2.66 1.80
H -3.21 -1.76 2.35
H -4.11 -1.61 -0.60
H 0.53 3.26 2.13
Si 1.74 -0.95 3.88
H -2.61 1.29 3.22
H -2.88 -2.81 -0.32
C -0.96 -0.75 -4.54
H 1.25 1.93 3.04
H 2.28 -2.78 1.78
H 3.93 0.95 -0.09
H 3.20 -0.68 -4.24
C 1.38 -1.38 -5.21
H 0.40 -4.48 -1.01
H -3.09 -2.12 -1.90
H -0.62 2.56 -4.84
C 1.96 3.28 -0.38
H -1.91 0.81 -5.76
H 3.04 -3.53 -0.48
H 2.46 3.09 -1.33
H 1.03 3.82 -0.57
H 2.64 -3.29 3.83
C -0.20 -3.65 -0.62
C -1.64 1.43 2.76
H 3.38 0.91 4.09
H -2.42 2.00 -2.62
H -0.91 0.96 3.42
C -1.63 1.59 0.09
H 0.00 1.77 -2.80
H -2.76 3.45 0.11
H -0.07 -2.58 -4.11
H 0.78 -1.66 6.05
H 2.99 0.17 5.69
H 1.83 1.30 4.97
P 1.62 1.66 0.56
H 1.91 -2.32 -5.32
C 0.06 -1.59 -4.47
H 3.54 0.40 1.54
C -1.88 -0.61 1.06
C -0.06 1.63 -4.92
H -1.63 -1.46 3.06
C -1.64 0.83 1.34
P 0.91 -2.13 -0.26
H 3.92 -2.05 3.41
H -0.10 -2.41 4.66

Here are the Löwdin charges for atoms 1 to 5, given in e: -0.13 0.01 -0.20 0.07 0.06

[2]
Here is a cluster of 2 separate species, C28H57BN3O5 in total from the OMol25 dataset. Energies are from wB97M-V/def2-TZVPD.

Properties
Charge   -1
Kohn-Sham gap   2.347 eV
Energy above the lowest of the compared OMol25 structures with the same formula, charge and spin   30.7 kcal/mol
LUMO   1.5 eV
HOMO level   -0.90 eV

Positions of all 94 atoms, in Å:
C -5.08 1.58 -2.82
H 1.02 1.08 -1.83
H 3.73 -0.46 1.08
H 0.78 -4.81 -3.24
H -0.68 -2.72 -0.74
H -0.27 3.15 -1.52
N 1.16 -1.33 -0.22
O 4.94 1.46 -2.56
H 1.17 4.98 3.66
H 1.58 4.53 -1.76
H -5.56 -0.53 -3.11
C 2.25 3.49 4.76
H -2.49 -0.06 -2.17
C 1.61 3.16 6.99
H 0.67 -3.44 4.22
H 0.57 2.83 7.04
C 2.58 -2.21 1.36
H -1.43 -5.14 -1.68
C -1.17 -1.28 -3.30
H -3.11 -0.59 -3.79
H 2.80 -2.62 2.34
C -4.86 -0.29 -1.07
H -0.13 -2.20 -4.89
H 2.96 2.93 2.30
O 3.43 1.97 -4.14
H 1.54 -1.26 3.60
C -1.08 -2.37 -4.37
C 1.10 -2.27 0.93
H 1.88 3.60 7.95
C 2.34 4.59 1.06
H 1.63 2.61 4.56
O 4.54 3.58 -3.03
H -5.80 2.37 -2.59
H -0.09 -2.33 5.37
C 4.31 2.33 -3.29
C -0.01 -2.60 4.31
N 1.66 0.98 0.18
C 0.71 1.42 -0.85
H 0.39 -4.17 1.52
H -5.54 -0.22 -0.22
C 0.09 -4.08 -2.82
H -1.85 -2.24 -5.13
H 0.17 3.25 0.16
H 3.59 4.54 -0.68
H -1.30 -0.27 1.96
H 0.19 -5.56 -1.22
H 0.67 -3.18 -2.61
H 3.16 -2.73 0.59
C 2.16 3.67 2.27
C -1.01 -3.83 -3.88
C 1.85 -0.28 0.43
C 0.47 -1.37 3.51
C 1.82 3.58 -1.28
C -4.39 -1.75 -1.15
C 2.87 3.88 -0.20
C -0.44 -4.72 -1.52
C 2.11 4.43 3.59
H -1.96 -4.16 -3.49
B 0.12 -1.55 1.98
H 2.96 5.44 1.33
H -4.87 1.57 -3.88
C -2.60 -0.88 -2.87
C 0.68 -3.70 0.58
H -0.75 -0.38 -3.75
H 1.81 -1.62 -0.96
H 2.23 1.65 0.67
H 2.91 5.18 3.60
H 2.29 2.95 -2.04
H -6.64 0.38 -2.04
H 0.00 -0.46 3.90
H -0.25 0.92 -0.66
C 0.53 2.92 -0.82
H -4.01 0.34 -0.80
H -5.28 -2.36 -1.32
H -0.80 -4.45 -4.75
C -5.60 0.21 -2.32
H 1.20 3.16 2.16
H -4.16 1.87 -2.32
H -0.57 -1.48 -2.41
H -1.43 -3.94 0.25
H -2.64 -2.76 -1.83
O -1.07 -1.07 1.49
H -3.87 -2.64 -3.04
H -1.01 -2.91 4.00
H 3.28 3.15 4.90
O 1.80 4.10 5.96
C -3.36 -2.07 -2.27
N 2.79 -0.75 1.35
H 3.46 2.99 0.06
H 2.22 2.27 6.83
H 1.36 5.01 0.80
H 1.52 -4.27 0.20
H -4.01 -2.02 -0.17
C -0.54 -3.73 -0.36

Here are the Löwdin charges for atoms 1 to 5, given in e: -0.11 0.14 0.15 0.10 0.08

[3]
Here is a structure of composition C28H57Cl6CuNO8S3 from the OMol25 dataset. Energies are from wB97M-V/def2-TZVPD.

Properties
Charge   -1
Kohn-Sham gap   5.856 eV
LUMO   1.8 eV
HOMO level   -4.07 eV

Positions of all 104 atoms, in Å:
O 24.31 3.28 3.09
H 28.52 11.35 -1.83
C 27.57 11.66 -2.24
H 21.11 12.17 1.79
Cl 27.99 13.01 -3.37
C 17.28 12.26 -2.04
C 19.82 14.28 3.50
H 15.26 12.60 -1.38
H 18.22 14.49 6.50
H 20.69 10.54 -3.47
H 17.38 15.27 0.15
H 21.65 9.25 -4.05
C 22.12 4.36 1.94
H 24.28 9.34 -1.31
H 27.23 10.89 -2.93
C 23.79 5.16 0.25
H 15.20 7.17 -4.02
C 21.73 10.22 -3.53
C 18.79 13.74 5.96
H 22.85 8.51 0.11
H 19.87 12.17 3.82
O 22.38 12.30 -2.00
C 18.18 12.96 4.81
H 19.14 5.90 -3.82
H 17.56 13.29 -1.74
C 21.56 8.76 -1.61
H 24.29 10.65 -2.46
Cl 26.96 12.87 0.17
S 16.87 5.55 -4.60
H 15.45 12.84 -3.12
H 18.68 6.79 -5.24
H 15.08 5.73 -3.08
H 21.60 4.84 -0.08
H 19.09 8.36 0.55
C 21.03 12.26 0.70
H 18.53 14.14 0.96
H 17.61 7.32 0.71
H 20.48 8.92 -1.76
H 22.08 6.18 1.04
H 25.60 4.86 1.47
C 17.63 8.99 2.02
O 16.42 5.74 -5.95
H 20.71 14.42 2.89
C 23.32 11.35 0.75
C 21.78 8.61 -0.11
H 19.40 13.23 6.71
H 25.82 12.80 -1.84
Cl 16.67 9.91 0.85
H 17.18 13.27 4.48
O 21.35 14.26 5.68
Cu 20.27 13.35 -2.19
H 19.07 15.01 3.17
H 22.03 3.27 1.98
H 17.63 11.72 -1.16
H 21.53 9.80 1.68
H 16.93 8.44 2.65
C 18.37 7.90 1.22
N 21.86 11.15 -1.33
C 17.91 7.71 -3.40
C 19.13 12.94 3.60
C 16.68 7.29 -2.57
C 18.34 6.52 -4.24
C 18.45 15.06 0.33
H 23.42 10.98 1.77
H 24.10 4.25 -0.26
H 18.68 12.70 2.64
C 21.93 11.18 0.13
H 24.02 10.66 0.26
H 21.24 13.32 0.53
C 22.31 9.99 -2.13
O 23.58 5.49 3.95
H 18.94 15.77 1.01
C 15.80 12.27 -2.27
S 23.72 4.58 2.83
C 21.29 9.86 0.61
H 18.30 9.60 2.61
C 22.32 5.19 0.67
H 19.99 12.27 0.35
H 21.19 7.77 0.25
H 17.09 6.66 -1.76
Cl 19.35 6.93 2.36
C 23.80 9.70 -2.22
S 20.10 14.79 5.19
H 25.82 11.24 -1.09
O 19.76 16.18 5.37
C 26.46 12.09 -1.32
H 24.74 6.41 1.85
O 19.23 14.81 -0.78
C 15.81 6.43 -3.49
O 17.16 4.23 -4.10
H 23.99 8.98 -3.02
H 20.22 9.93 0.40
H 18.65 8.14 -2.72
Cl 15.31 10.54 -2.54
H 21.40 4.74 2.66
C 24.65 5.39 1.50
H 22.25 10.95 -4.15
H 23.69 12.36 0.59
H 17.62 8.53 -4.07
H 18.01 11.95 5.19
H 16.10 8.12 -2.18
Cl 18.26 11.76 -3.45
H 21.82 7.80 -2.06
H 23.94 6.02 -0.40

Here are the Löwdin charges for atoms 1 to 5, given in e: -0.35 0.06 -0.61 0.07 0.50

[4]
Here is a cluster of 7 separate species, C28H57N2O9 in total from the OMol25 dataset. Energies are from wB97M-V/def2-TZVPD.

Properties
Charge   -1
Kohn-Sham gap   5.593 eV
LUMO   2.0 eV
HOMO level   -3.61 eV

Positions of all 96 atoms, in Å:
C -0.93 -2.02 4.12
H 3.59 -1.01 4.47
O 4.51 0.35 8.08
H 3.50 2.33 -2.85
H 1.85 4.25 -0.47
O -4.02 1.66 -10.21
N -1.90 0.23 -2.59
H -1.57 1.89 -12.06
C -4.03 -0.19 -6.33
C -2.09 -1.57 3.26
H -4.20 -1.66 2.97
C -4.58 -0.29 -7.74
H 2.05 -0.24 4.95
H 0.40 -1.25 8.27
C 5.70 0.75 10.10
H -3.26 -1.24 -1.83
C 0.40 -0.15 -3.23
H -2.81 2.99 -12.71
O 4.10 2.03 4.54
H 6.42 0.02 10.48
H -1.85 -4.31 8.67
H 4.73 0.58 10.57
C 3.03 1.09 2.63
H -0.39 1.79 -3.87
H -3.93 0.25 -2.42
H -3.50 -3.15 3.65
H -4.04 1.06 -0.38
C -2.47 2.46 -11.82
C -3.47 -2.05 3.67
H 1.95 1.01 2.58
H -3.70 -1.70 4.68
H 3.48 0.24 2.11
H 2.93 0.71 -2.88
H -3.80 -1.17 -4.45
H -4.43 0.90 -13.16
H -1.01 -1.81 9.18
H -2.23 3.19 -11.05
O -1.93 -0.86 2.30
H -3.41 -0.42 0.24
O -0.04 -2.48 -1.10
C 1.36 2.20 -2.73
H -0.23 -4.94 9.06
H -5.31 -1.56 -5.30
H -4.11 -1.13 -8.26
H -3.77 -2.26 -5.85
C -0.24 -3.23 7.76
H 2.96 3.98 0.90
C 6.81 0.83 7.78
C -0.67 -0.38 -2.14
H -4.80 -0.13 -11.77
H -2.01 0.15 -3.59
C -4.03 0.46 -12.25
H -4.36 0.62 -8.28
H 6.04 1.76 10.35
C -4.25 -1.38 -5.42
C 2.77 1.67 -2.40
H 1.49 3.15 -3.24
H 0.84 0.01 -0.89
C -0.05 -2.11 8.76
H 2.98 0.44 -0.63
H 7.20 1.84 7.94
C -3.55 1.54 -11.31
N -0.14 0.21 -0.91
C -0.75 -1.95 -2.00
H -1.06 -1.66 5.14
C 5.57 0.62 8.60
H 0.75 2.37 -1.85
H 0.09 -0.75 -4.08
H -3.19 -0.20 -12.51
H 3.51 3.81 -0.80
C 3.48 1.10 4.07
H -5.66 -0.43 -7.71
O -3.44 0.80 -5.95
H -0.01 -1.60 3.72
H -0.86 -3.10 4.12
H -2.33 0.98 -0.13
H 4.12 1.74 -0.74
C 3.06 1.48 -0.90
H 3.35 2.00 2.15
H -0.94 -5.22 7.46
H 7.58 0.10 8.06
C -3.18 0.40 -0.43
H 3.51 0.02 5.92
H -0.56 -0.22 -0.09
H 1.34 -0.57 -2.89
O 0.09 -3.10 6.61
C -3.09 -0.16 -1.87
H 0.61 -2.44 9.57
O -1.47 -2.55 -2.84
H 6.57 0.71 6.72
O 2.30 2.30 -0.04
C -0.86 -4.51 8.28
C 3.13 -0.11 4.91
H 1.10 1.28 -4.64
C 0.56 1.30 -3.69
C 2.69 3.66 -0.11

Here are the Löwdin charges for atoms 1 to 5, given in e: -0.03 0.09 0.07 0.09 0.09

[5]
Here is a cluster of 4 separate species, C28H58BN5O3S in total from the OMol25 dataset. Energies are from wB97M-V/def2-TZVPD.

Properties
Charge   0
Kohn-Sham gap   6.817 eV
LUMO   -1.1 eV
Structure (SMILES)   CCOCc1c(CB(O)O)ccc2nsnc12.CCN(CC)CC.CCN(CC)CC.CCN(CC)CC
HOMO level   -7.92 eV

Positions of all 96 atoms, in Å:
H 2.72 3.13 -0.57
H -1.57 -7.19 -4.49
H 2.90 0.41 -1.08
C -4.19 -1.21 -1.99
H 3.10 0.01 1.37
S 0.43 3.43 -3.23
C 4.79 6.15 4.94
C -4.78 -9.37 -5.38
H 4.81 7.06 4.34
C 2.86 3.28 0.51
H -4.74 -5.59 -4.08
H 4.65 1.29 2.55
C -2.31 -7.69 -5.12
H 2.44 4.29 8.40
H 2.35 1.78 3.66
H -1.96 -0.85 -4.82
C 1.54 3.81 1.09
H 6.02 6.35 7.91
C -3.71 1.36 -1.13
C -2.00 0.20 -2.85
C 2.54 0.87 1.01
H -1.60 -6.52 -6.82
H 4.67 3.60 8.00
H 1.67 0.97 1.67
H -5.68 -9.76 -5.85
H 5.83 5.94 5.24
N 3.71 5.15 6.96
O -1.65 -2.30 -3.33
H -0.31 -0.71 -4.01
C 0.08 -3.22 -1.67
H -5.70 -7.50 -5.02
N -0.75 3.98 -2.11
H -4.77 -9.72 -4.34
H -3.02 -5.41 -3.93
H -1.02 -8.17 -6.78
H 5.49 4.15 6.58
H -0.40 -2.43 -0.99
H -2.23 -8.75 -4.85
C -1.18 1.56 -2.83
H -4.64 1.34 -0.45
C 4.07 2.20 2.37
H 3.61 4.08 0.58
H 4.82 3.00 2.30
B -5.79 -0.96 -1.81
H -6.19 -2.85 -1.44
H 4.27 7.19 6.75
C 4.93 4.51 7.45
H -4.14 -3.93 -5.65
H 1.22 -3.11 -1.68
C 2.81 6.31 9.06
H 1.50 -0.40 -0.37
C 2.06 0.53 -0.39
C -1.42 -0.95 -3.80
C -1.62 2.82 -1.97
C -3.29 0.12 -2.00
C -3.80 -5.79 -4.61
C 2.64 5.27 7.95
H -0.22 -4.26 -1.29
C -4.77 -7.85 -5.46
H -7.37 0.08 -2.49
H -4.79 -7.56 -6.52
C 3.20 2.46 3.60
N 3.40 2.05 1.08
C -0.43 -3.07 -3.22
H -3.76 -1.97 -1.24
H -0.70 -4.15 -3.55
H 3.13 7.28 8.68
O -6.57 -1.99 -1.13
H 0.41 -2.74 -3.92
H 1.39 1.30 -0.79
H -3.28 3.56 -0.40
H 1.11 4.54 0.40
C 5.87 5.35 8.31
H 1.70 4.32 2.04
H -2.78 -4.84 -6.29
C 3.89 6.35 6.15
H 6.85 4.86 8.35
O -6.41 0.23 -2.33
N 0.04 1.81 -3.62
H 0.80 3.02 1.23
H 4.44 5.33 4.31
H 1.85 6.46 9.57
H 5.52 5.43 9.34
N -3.65 -7.23 -4.76
H 2.91 6.66 5.77
H 2.83 3.49 3.62
H -2.68 -7.84 -7.28
H -3.92 -9.82 -5.90
C -3.79 -4.94 -5.88
H -4.05 -1.70 -3.04
C -1.89 -7.54 -6.59
H -4.45 -5.34 -6.65
H 1.71 5.51 7.41
H 3.52 5.97 9.82
H 3.79 2.31 4.51
C -2.90 2.71 -1.08

Here are the Löwdin charges for atoms 1 to 5, given in e: 0.09 0.11 0.08 -0.06 0.12

Sequential E output: -58205.5759 -45342.7352 -200107.7784 -51368.2953 -55076.9693 eV